*P*
Formula: C6H5F3O
Source: OMol25
Level of theory: ωB97M-V/def2-TZVPD

XYZ file:
```
15
Properties=species:S:1:pos:R:3:lowdin_charge:R:1
F -2.871 -0.296 -0.132 0.0310
C -2.753 -1.096 -1.210 -0.0831
C -2.251 -0.612 -2.313 -0.3749
F -2.183 -1.293 -3.429 0.1398
F -1.902 0.664 -2.535 0.1303
H -3.033 -2.191 -1.226 0.1534
C 2.004 1.396 1.661 -0.0855
C 0.757 0.969 1.223 -0.0846
C 0.921 -0.346 0.759 -0.0813
O 2.270 -0.643 0.846 -0.0140
C 2.910 0.423 1.270 -0.1503
H 2.171 2.347 2.134 0.0977
H -0.254 1.321 1.173 0.0964
H 0.223 -1.125 0.549 0.1022
H 3.990 0.482 1.229 0.1230
```

## Properties
Frontier orbital gap: 9.3435 eV
Lowest unoccupied orbital energy: 0.794 eV

*Q*
Formula: C6H5F3O
Source: OMol25
Level of theory: ωB97M-V/def2-TZVPD

XYZ file:
```
15
Properties=species:S:1:pos:R:3:lowdin_charge:R:1
C -3.078 -0.936 -0.805 0.0826
C -2.673 -2.280 -0.697 -0.3508
C 1.596 -1.850 1.209 0.0499
C 1.081 -0.688 0.892 -0.3122
C -1.908 -2.981 0.095 -0.1158
C 1.927 0.626 0.605 -0.0237
O -1.336 -3.656 0.810 0.2300
F -3.115 -3.092 -1.746 0.0051
F 2.926 -2.042 1.349 0.0250
F -0.289 -0.467 0.697 -0.0128
H -3.359 -0.785 -1.854 0.0716
H -2.791 -0.190 -0.086 0.0482
H 2.995 0.304 1.042 0.1129
H 1.422 1.528 1.147 0.1040
H 1.906 0.761 -0.520 0.0860
```

## Properties
Frontier orbital gap (alpha / beta): 9.9073 / 5.6850 eV
Lowest unoccupied orbital energy (alpha / beta): -0.023 / -1.656 eV

Which of them is the most stable? Correct choice: *P*.

*P*
Formula: C19H26N2O3
Source: OMol25
Level of theory: ωB97M-V/def2-TZVPD

XYZ file:
```
50
Properties=species:S:1:pos:R:3:lowdin_charge:R:1
O -2.262 0.289 -1.459 0.0590
C -1.291 -0.334 -1.838 -0.4991
C -0.487 0.088 -3.065 -0.0852
C 0.697 0.972 -2.655 -0.0851
C 1.761 0.167 -1.939 -0.4121
O 1.881 -1.037 -2.105 0.0434
N 2.584 0.822 -1.074 0.0181
C 3.416 0.033 -0.181 -0.0853
C 2.867 0.212 1.230 -0.1355
O 2.916 1.566 1.629 -0.0133
C 2.729 2.498 0.653 -0.1974
C 2.743 3.831 1.053 0.0012
C 2.605 4.844 0.126 -0.0826
C 2.476 4.536 -1.219 -0.0846
C 2.464 3.217 -1.628 -0.0234
C 2.553 2.183 -0.702 -0.1438
N -0.809 -1.437 -1.235 0.1064
C -1.352 -2.004 -0.006 -0.2925
C -1.315 -0.966 1.124 -0.1439
C -1.460 -1.599 2.507 -0.1982
C -2.904 -1.728 2.999 -0.2068
C -3.928 -2.103 1.924 -0.2053
C -3.452 -3.163 0.929 -0.1933
C -2.752 -2.558 -0.286 -0.1546
H -0.121 -0.789 -3.601 0.1179
H -1.148 0.662 -3.715 0.1227
H 0.349 1.790 -2.023 0.1257
H 1.140 1.395 -3.560 0.1244
H 3.366 -1.010 -0.493 0.1272
H 4.448 0.392 -0.235 0.1438
H 3.457 -0.341 1.964 0.1329
H 1.828 -0.146 1.265 0.1181
H 2.868 4.041 2.103 0.1201
H 2.612 5.872 0.451 0.1042
H 2.396 5.323 -1.952 0.1026
H 2.407 2.984 -2.678 0.1095
H 0.056 -1.819 -1.591 0.1171
H -0.688 -2.834 0.265 0.1504
H -0.347 -0.458 1.063 0.0957
H -2.084 -0.216 0.954 0.1159
H -0.911 -0.999 3.236 0.1058
H -0.988 -2.585 2.491 0.1044
H -2.924 -2.477 3.794 0.1060
H -3.217 -0.779 3.442 0.1074
H -4.216 -1.212 1.365 0.1096
H -4.825 -2.463 2.434 0.1049
H -2.797 -3.881 1.425 0.1131
H -4.322 -3.713 0.564 0.1070
H -2.658 -3.319 -1.065 0.1166
H -3.363 -1.747 -0.686 0.1109
```

## Properties
Frontier orbital gap: 9.3368 eV
Lowest unoccupied orbital energy: 0.718 eV

*Q*
Formula: C19H26N2O3
Source: OMol25
Level of theory: ωB97M-V/def2-TZVPD

XYZ file:
```
50
Properties=species:S:1:pos:R:3:lowdin_charge:R:1
C -1.982 1.065 5.331 -0.0523
C -0.826 0.531 4.541 -0.2726
C -0.263 1.327 3.531 -0.0480
C 0.801 0.901 2.771 -0.0220
C 1.325 -0.368 3.019 -0.1395
C 2.387 -1.161 2.459 -0.1794
C 3.279 -0.785 1.332 -0.0303
C 2.645 -0.857 -0.062 -0.4871
O 3.316 -0.741 -1.065 0.0555
N 1.312 -1.054 -0.080 0.0889
C 0.550 -1.082 -1.302 -0.1127
C -0.277 0.208 -1.550 -0.5066
C 0.630 1.445 -1.449 -0.0169
C -1.348 0.293 -0.456 -0.0317
N -0.893 0.040 -2.874 -0.1081
C 0.012 0.208 -4.002 -0.1615
C -0.660 -0.359 -5.253 -0.1922
O -1.857 0.325 -5.541 -0.1311
C -2.729 0.252 -4.441 -0.1972
C -2.094 0.806 -3.161 -0.1673
C 2.373 -2.320 3.165 -0.0298
O 1.408 -2.345 4.119 0.0731
C 0.760 -1.160 4.037 -0.2007
C -0.311 -0.725 4.803 0.0488
H -2.800 1.342 4.668 0.0822
H -2.343 0.326 6.041 0.0744
H -1.683 1.957 5.881 0.0837
H -0.685 2.305 3.354 0.1139
H 1.227 1.531 2.004 0.1088
H 4.162 -1.427 1.314 0.1307
H 3.626 0.245 1.456 0.1340
H 0.814 -1.124 0.793 0.1185
H -0.132 -1.935 -1.292 0.1332
H 1.278 -1.222 -2.101 0.1107
H 0.104 2.327 -1.808 0.0854
H 0.910 1.615 -0.413 0.0676
H 1.539 1.312 -2.028 0.0828
H -0.880 0.214 0.523 0.0632
H -2.068 -0.514 -0.561 0.0914
H -1.869 1.246 -0.489 0.0843
H 0.945 -0.324 -3.831 0.1200
H 0.238 1.272 -4.187 0.1307
H -0.017 -0.234 -6.127 0.1256
H -0.868 -1.428 -5.098 0.1278
H -3.614 0.832 -4.711 0.1248
H -3.017 -0.796 -4.265 0.1272
H -2.820 0.698 -2.359 0.1095
H -1.877 1.879 -3.308 0.1311
H 2.994 -3.192 3.092 0.1355
H -0.722 -1.354 5.577 0.1237
```

## Properties
Frontier orbital gap: 9.1563 eV
Lowest unoccupied orbital energy: 0.635 eV

Which of them is the most stable? Correct choice: *P*.

*P*
Formula: C8H16N2O2
Source: OMol25
Level of theory: ωB97M-V/def2-TZVPD

XYZ file:
```
28
Properties=species:S:1:pos:R:3:lowdin_charge:R:1
C 3.412 1.172 -0.034 -0.0404
C 2.639 -0.089 0.184 -0.3841
N 1.811 -0.071 1.263 0.1503
C 2.818 -1.233 -0.559 -0.0632
C 1.919 -2.335 -0.417 -0.3034
O 0.918 -2.364 0.286 -0.0364
H 2.749 2.059 0.035 0.0802
H 4.159 1.302 0.773 0.0965
H 3.903 1.190 -0.996 0.0767
H 1.587 0.821 1.658 0.0970
H 1.139 -0.851 1.316 0.0895
H 3.641 -1.367 -1.265 0.0996
H 2.175 -3.237 -1.056 0.1198
C -1.145 2.561 0.025 -0.0800
C -0.482 1.415 -0.638 -0.2246
N -0.962 0.245 -0.742 0.0459
O -2.138 0.134 -0.022 -0.1656
C -2.686 -1.159 -0.253 -0.2713
C -4.050 -1.256 0.387 -0.0824
H -1.451 2.303 1.040 0.0757
H -2.044 2.866 -0.546 0.0924
H -0.480 3.432 0.107 0.0713
H 0.524 1.504 -1.074 0.1035
H -2.014 -1.928 0.162 0.1132
H -2.732 -1.311 -1.331 0.1105
H -4.706 -0.436 0.043 0.0798
H -3.996 -1.131 1.467 0.0701
H -4.508 -2.233 0.187 0.0793
```

## Properties
Frontier orbital gap: 9.1964 eV
Lowest unoccupied orbital energy: 0.764 eV

*Q*
Formula: C8H16N2O2
Source: OMol25
Level of theory: ωB97M-V/def2-TZVPD

XYZ file:
```
28
Properties=species:S:1:pos:R:3:lowdin_charge:R:1
C 1.319 -2.126 -2.652 -0.0026
C 0.314 -1.226 -1.923 -0.3286
O -0.842 -1.140 -2.320 0.0810
C 0.771 -0.671 -0.532 -0.2400
C 2.075 -1.086 0.110 -0.0665
N -0.356 -0.749 0.439 -0.1189
C -1.333 0.255 0.359 -0.2352
C -1.099 1.332 1.359 -0.3725
C -2.326 2.344 1.131 -0.0639
C 0.235 2.085 1.274 -0.0528
N -0.780 -1.911 1.110 0.0329
O 0.026 -2.840 1.006 -0.0636
H 2.318 -1.677 -2.820 0.0951
H 0.819 -2.435 -3.616 0.1075
H 1.449 -2.964 -2.080 0.0462
H 0.993 0.407 -0.566 0.1316
H 2.979 -0.646 -0.412 0.1136
H 2.214 -0.855 1.103 0.0547
H 2.126 -2.143 0.124 0.0519
H -2.355 -0.228 0.357 0.1537
H -1.219 0.699 -0.657 0.1312
H -1.169 0.844 2.318 0.1260
H -3.278 1.956 1.406 0.0485
H -2.406 2.668 0.025 0.1016
H -2.153 3.309 1.686 0.0801
H 1.092 1.456 1.224 0.0534
H 0.239 2.633 0.407 0.0537
H 0.348 2.710 2.141 0.0819
```

## Properties
Frontier orbital gap: 9.9568 eV
Lowest unoccupied orbital energy: 0.647 eV

Which of them is the most stable? Correct choice: *P*.